Entry 1:
Here is a molecular structure, C37H37CoN5O5S2 from the OMol25 dataset. Energies are from wB97M-V/def2-TZVPD.

2S+1 ... 4
Total energy ... -4261.46859 Eh
Energy above the lowest of the compared OMol25 structures with the same formula, charge and spin ... 0.071 eV
Net charge ... -2
E_LUMO (alpha / beta) ... 4.0 / 4.0 eV
HOMO energy (alpha / beta) ... -1.453 / -1.620 eV

Last column: Mulliken spin population.
Positions of all 87 atoms, in Å:
Co -0.085 -0.450 -0.278  2.71
O 0.123 -0.295 1.753  0.05
C 1.110 -0.592 2.508  0.02
C 1.135 -0.096 3.847  0.01
C 2.155 -0.379 4.724  0.00
C 3.231 -1.185 4.335  0.00
C 3.234 -1.681 3.044  0.00
C 2.220 -1.410 2.121  -0.02
C 2.336 -2.023 0.807  -0.01
N 1.531 -1.836 -0.159  0.03
N 1.791 -2.535 -1.321  0.00
C 0.829 -2.310 -2.191  0.00
O -0.208 -1.607 -2.031  0.04
C 1.007 -2.967 -3.528  0.00
C 0.147 -2.617 -4.563  0.00
C 0.288 -3.190 -5.820  0.00
C 1.286 -4.126 -6.054  0.00
C 2.147 -4.480 -5.021  0.00
C 2.010 -3.902 -3.767  0.00
H 0.308 0.546 4.138  0.00
H 2.124 0.036 5.727  0.00
H 4.040 -1.410 5.019  0.00
H 4.057 -2.311 2.715  0.00
H 3.177 -2.705 0.646  0.01
H -0.620 -1.884 -4.351  0.00
H -0.384 -2.903 -6.620  0.00
H 1.398 -4.573 -7.035  0.00
H 2.930 -5.210 -5.196  0.00
H 2.674 -4.156 -2.952  0.00
O -2.820 2.629 -0.562  0.00
C -2.001 1.776 -0.992  0.00
O -1.826 0.646 -0.467  0.03
C -1.245 2.124 -2.255  0.02
C -2.010 2.674 -3.281  0.00
C -1.457 3.011 -4.506  0.01
C -0.093 2.813 -4.693  0.00
C 0.681 2.290 -3.673  0.01
C 0.142 1.927 -2.425  -0.01
S 1.231 1.337 -1.187  0.07
H -3.064 2.839 -3.091  0.00
H -2.075 3.421 -5.297  0.00
H 0.373 3.066 -5.640  0.00
H 1.743 2.138 -3.820  0.00
C -3.578 7.582 0.100  0.00
C -2.598 6.526 0.592  0.00
C -2.687 6.336 2.101  0.00
N -1.713 5.379 2.626  0.00
C -1.677 4.097 2.119  0.00
S -0.291 3.310 1.757  0.00
N -2.930 3.533 1.911  0.00
C -4.004 3.614 2.753  0.00
O -5.147 3.419 2.370  0.00
C -3.746 3.871 4.214  0.00
C -2.640 3.343 4.869  0.00
C -2.492 3.526 6.236  0.00
C -3.437 4.250 6.950  0.00
C -4.544 4.775 6.297  0.00
C -4.703 4.571 4.934  0.00
H -3.520 7.700 -0.982  0.00
H -3.378 8.556 0.556  0.00
H -4.605 7.304 0.347  0.00
H -1.573 6.798 0.326  0.00
H -2.797 5.568 0.103  0.00
H -3.697 6.021 2.373  0.00
H -2.516 7.284 2.619  0.00
H -0.770 5.741 2.678  0.00
H -3.025 2.984 1.006  0.00
H -1.900 2.779 4.312  0.00
H -1.634 3.102 6.741  0.00
H -3.315 4.399 8.016  0.00
H -5.287 5.334 6.852  0.00
H -5.575 4.943 4.409  0.00
C -2.812 0.348 2.732  0.00
C -3.582 -0.724 1.957  0.00
C -4.331 -1.645 2.931  0.00
C -4.564 -0.062 0.983  0.00
C -2.621 -1.554 1.206  0.01
N -1.886 -2.218 0.623  0.01
H -3.539 0.986 3.244  0.00
H -2.200 0.940 2.054  0.00
H -2.144 -0.106 3.466  0.00
H -5.040 -1.047 3.508  0.00
H -3.638 -2.128 3.622  0.00
H -4.882 -2.418 2.393  0.00
H -5.277 0.535 1.558  0.00
H -5.111 -0.815 0.411  0.00
H -4.028 0.593 0.300  0.00

Entry 2:
Here is a molecular structure, C37H37F3IrO2P2 at a distorted geometry from the OMol25 dataset. Energies are from wB97M-V/def2-TZVPD.

2S+1 ... 6
Total energy ... -2668.34156 Eh
Energy above the lowest of the compared OMol25 structures with the same formula, charge and spin ... 0.985 eV
Net charge ... +2
E_LUMO (alpha / beta) ... -7.1 / -8.1 eV
HOMO energy (alpha / beta) ... -13.285 / -13.572 eV

Last column: Mulliken spin population.
Positions of all 82 atoms, in Å:
Ir 0.009 -2.332 2.621  2.54
C 0.946 -1.479 5.522  0.26
C 0.630 -0.956 4.235  -0.05
C 1.702 0.018 3.703  0.07
C 2.383 -0.552 2.467  0.00
C 2.025 -2.049 2.343  0.13
C 2.780 -2.829 3.310  0.27
C 3.227 -2.285 4.558  0.02
C 2.181 -2.212 5.757  0.08
C -1.492 -3.113 1.599  0.09
H 0.298 -1.232 6.360  -0.02
H -0.431 -0.613 4.095  -0.06
H 2.412 0.220 4.526  -0.01
H 1.264 0.992 3.437  0.00
H 2.044 -0.029 1.569  0.01
H 3.465 -0.410 2.544  0.00
H 2.081 -2.429 1.315  -0.03
H 3.105 -3.844 3.074  0.00
H 3.661 -1.278 4.443  0.02
H 4.039 -2.936 4.921  0.00
H 1.978 -3.248 6.088  0.03
H 2.717 -1.709 6.589  0.02
H -2.314 -3.374 2.293  0.02
H -1.136 -4.055 1.133  0.03
H -1.871 -2.441 0.814  0.01
P -1.795 2.159 -1.381  0.26
P -0.393 0.345 -3.241  0.27
C -0.103 2.636 -1.832  0.02
C 0.427 1.920 -2.849  0.00
C -2.754 3.632 -1.920  0.05
C -2.149 4.870 -2.156  0.02
C -2.930 5.984 -2.469  0.00
C -4.314 5.854 -2.641  0.01
C -4.901 4.580 -2.547  0.00
C -4.130 3.483 -2.177  0.03
C -1.597 2.268 0.426  0.09
C -0.864 1.165 0.891  -0.01
C -0.801 0.938 2.256  0.01
C -1.190 1.932 3.162  0.06
C -1.825 3.086 2.689  0.00
C -2.059 3.255 1.312  0.02
C -0.373 0.580 -5.103  0.07
C -1.175 1.598 -5.661  0.03
C -1.147 1.866 -7.037  -0.02
C -0.335 1.113 -7.892  0.04
C 0.460 0.102 -7.354  -0.01
C 0.434 -0.168 -5.975  0.02
C 0.982 -0.841 -3.012  0.04
C 0.690 -2.211 -3.172  0.03
C 1.721 -3.147 -3.131  -0.01
C 3.042 -2.731 -2.902  0.02
C 3.325 -1.371 -2.715  -0.01
C 2.295 -0.426 -2.754  0.02
H 0.378 3.426 -1.264  0.00
H 1.276 2.218 -3.463  0.00
H -1.064 4.965 -2.083  0.00
H -2.437 6.954 -2.577  0.00
H -4.921 6.729 -2.859  0.00
H -5.960 4.456 -2.758  0.00
H -4.580 2.494 -2.073  0.00
H -0.341 0.504 0.192  -0.03
H -0.429 -0.057 2.553  0.17
H -0.962 1.820 4.229  0.00
H -2.144 3.856 3.399  0.00
H -2.542 4.159 0.935  0.00
H -1.802 2.204 -4.999  0.01
H -1.744 2.682 -7.443  0.00
H -0.296 1.335 -8.958  0.00
H 1.131 -0.471 -7.996  0.00
H 1.078 -0.946 -5.563  0.00
H -0.335 -2.531 -3.367  0.00
H 1.505 -4.201 -3.316  0.00
H 3.861 -3.457 -2.898  0.00
H 4.346 -1.014 -2.572  0.00
H 2.535 0.628 -2.628  0.00
F -0.017 -4.736 6.759  0.00
C -0.034 -5.301 5.523  0.02
F 1.138 -5.944 5.326  0.00
F -1.025 -6.235 5.488  0.00
C -0.264 -4.216 4.396  0.00
O -1.094 -3.279 4.504  0.15
O 0.498 -4.340 3.386  0.18

Entry 3:
Here is a molecular structure, C37H37F3N7O5S2Sm at a distorted geometry from the OMol25 dataset. Energies are from wB97M-V/def2-TZVPD.

2S+1 ... 6
Total energy ... -3945.26330 Eh
Net charge ... +2
E_LUMO (alpha / beta) ... -5.6 / -5.6 eV
HOMO energy (alpha / beta) ... -12.853 / -12.858 eV

Last column: Mulliken spin population.
Positions of all 92 atoms, in Å:
Sm 0.106 0.889 0.170  5.02
C 2.227 -4.920 4.732  0.00
C 1.944 -4.041 3.559  0.00
C 2.408 -4.318 2.301  0.00
C 2.224 -3.456 1.181  0.00
C 2.831 -3.976 0.027  0.00
N 3.220 -3.482 -1.130  0.00
C 3.335 -2.114 -1.568  0.00
C 3.441 -2.111 -3.095  0.00
C 2.152 -2.576 -3.772  0.00
N 1.039 -1.709 -3.486  0.00
C 0.100 -1.413 -4.343  0.00
C -1.074 -0.721 -4.023  0.00
C -2.057 -0.613 -5.033  0.00
C -3.301 -0.088 -4.785  0.00
C -4.380 -0.060 -5.816  0.00
C -3.540 0.412 -3.501  0.00
C -2.605 0.383 -2.471  -0.01
C -3.011 0.967 -1.218  0.00
N -2.313 1.123 -0.154  0.00
C -3.029 1.765 0.948  0.00
C -2.202 1.819 2.231  0.02
C -1.918 0.429 2.810  -0.01
N -0.782 -0.246 2.184  0.01
C -0.171 -1.071 2.951  0.00
C 0.841 -2.051 2.648  0.00
C 1.142 -2.905 3.699  0.00
C 1.432 -2.236 1.336  0.00
O 1.208 -1.424 0.392  -0.01
C -1.314 -0.223 -2.682  0.01
O -0.448 -0.367 -1.754  0.02
H 2.711 -5.843 4.424  0.00
H 1.308 -5.164 5.263  0.00
H 2.883 -4.409 5.436  0.00
H 2.982 -5.223 2.159  0.00
H 3.072 -5.033 0.115  0.00
H 3.685 -4.136 -1.748  0.00
H 4.455 -1.606 0.176  0.00
H 2.456 -1.568 -1.206  0.00
H 4.251 -2.777 -3.403  0.00
H 3.690 -1.112 -3.451  0.00
H 1.902 -3.591 -3.439  0.00
H 2.304 -2.606 -4.854  0.00
H 0.847 -1.380 -2.529  0.00
H 0.217 -1.766 -5.362  0.00
H -1.817 -0.995 -6.014  0.00
H -4.009 -0.396 -6.779  0.00
H -4.781 0.944 -5.924  0.00
H -5.197 -0.714 -5.515  0.00
H -4.510 0.848 -3.302  0.00
H -4.054 1.306 -1.214  0.00
H -3.963 1.220 1.142  0.00
H -3.299 2.786 0.654  0.00
H -2.778 2.380 2.969  0.00
H -1.262 2.363 2.056  0.00
H -2.801 -0.205 2.658  0.00
H -1.766 0.503 3.896  0.00
H -0.499 -1.146 3.997  0.00
H 0.698 -2.717 4.668  0.00
N 4.637 0.754 0.155  0.00
C 4.665 0.077 -1.133  0.00
C 5.814 0.556 -1.949  0.00
C 6.829 -0.234 -2.304  0.00
C 6.859 -1.632 -1.939  0.00
C 5.836 -2.202 -1.307  0.00
C 4.590 -1.465 -0.906  0.00
S 3.040 0.775 -1.834  0.00
N 2.447 1.049 -0.292  -0.04
C 3.396 1.078 0.588  0.00
C 3.102 1.492 1.959  0.00
C 4.059 2.159 2.724  0.00
C 3.715 2.581 3.997  0.00
C 2.430 2.327 4.450  0.00
C 1.542 1.675 3.605  0.00
N 1.851 1.251 2.384  0.00
H 5.444 0.733 0.753  0.00
H 5.784 1.606 -2.195  0.00
H 7.662 0.156 -2.866  0.00
H 7.738 -2.206 -2.184  0.00
H 5.877 -3.244 -1.022  0.00
H 5.033 2.382 2.315  0.00
H 4.431 3.107 4.609  0.00
H 2.115 2.639 5.434  0.00
H 0.526 1.487 3.925  0.00
F -1.596 3.951 -0.702  0.00
C -0.475 4.676 -0.920  0.00
F -0.524 5.147 -2.154  0.00
F -0.480 5.681 -0.063  0.00
S 0.832 3.385 -0.620  0.00
O 2.148 3.887 -0.787  0.00
O 0.397 2.342 -1.544  0.00
O 0.474 2.974 0.741  0.00

Q: Look up the total energy of the third one.
A: -3945.26330 Eh

Q: The lowest 2S+1 belongs to which entry?
A: C37H37CoN5O5S2

Q: 2S+1 of number 2 (C37H37F3IrO2P2)?
A: 6